Here is a single C6H10N2O molecule at a distorted geometry from the Open Molecules 2025 dataset. Energies are from wB97M-V/def2-TZVPD.

Each atom is followed by the atoms it is bonded to, with distances in Å.
CARTESIAN COORDINATES (ANGSTROEM)
1 C -0.997 0.018 -0.502  C2 1.465, C6 1.490, H7 1.219, H8 1.159
2 C -2.032 -0.291 0.488  C1 1.465, H9 1.298, H10 1.266, O19 1.426
3 C 0.971 0.879 0.943  C4 1.527, H11 1.056, N17 1.328
4 C 1.566 0.237 -0.309  C3 1.527, C5 1.469, H12 1.078, N18 1.418
5 C 1.732 -1.213 -0.478  C4 1.469, H13 1.149, H14 1.005, N18 1.575
6 C -0.456 -0.474 -1.800  C1 1.490, H15 1.172, H16 1.143, N18 1.575
7 H -0.077 -0.398 0.182  C1 1.219
8 H -0.887 1.172 -0.534  C1 1.159
9 H -3.299 -0.010 0.447  C2 1.298
10 H -1.895 -1.455 0.967  C2 1.266
11 H 1.704 1.273 1.593  C3 1.056
12 H 2.392 0.912 -0.459  C4 1.078
13 H 2.654 -1.702 -0.957  C5 1.149
14 H 1.283 -1.870 0.137  C5 1.005
15 H -0.932 -1.504 -2.093  C6 1.172
16 H -0.902 0.198 -2.611  C6 1.143
17 N -0.138 0.973 1.667  C3 1.328, O19 1.398
18 N 1.084 -0.256 -1.548  C4 1.418, C5 1.575, C6 1.575
19 O -1.420 0.428 1.556  C2 1.426, N17 1.398

Values from the calculation:
* Kohn-Sham gap: 9.91 eV
* max |F|: 6.06 eV Å⁻¹
* total charge: 0
* SMILES string: C1=N\OCCCN2C[C@H]/12
* energy above the lowest of the compared OMol25 structures with the same formula, charge and spin: 935.1 kJ/mol
* E_tot: -11402.3957 eV
* M: 126.2 g mol⁻¹
* HOMO: -0.333 hartree